(1)
Molecular formula: C4H10ClNO2
Method: DFT, the ωB97M-V functional and the def2-TZVPD basis

Each line ends with the natural charge from an NBO analysis.
Geometry (Å):
C: -0.023 -0.839 0.556  0.024
H: 1.896 1.487 0.628  0.221
C: 1.298 1.273 -0.271  -0.223
O: 0.107 -0.221 1.831  -0.742
H: -1.403 0.549 -0.305  0.187
H: -2.229 -0.634 0.776  0.174
H: 0.531 -0.602 -1.353  0.234
Cl: 2.462 -1.242 -0.301  -0.088
C: -1.417 -0.559 -0.024  -0.086
H: -0.346 2.196 -1.309  0.368
H: -0.549 1.976 0.311  0.356
H: 0.100 -0.951 2.634  0.489
H: -1.818 -2.398 -0.772  0.473
H: 1.912 1.397 -1.203  0.206
N: 0.155 2.161 -0.411  -0.834
O: -1.701 -1.426 -1.129  -0.726
C: 0.945 -0.284 -0.366  -0.211
H: 0.079 -1.884 0.708  0.180

## Properties
**Structure (SMILES)**: NC[C@@H](Cl)[C@@H](O)CO
**Max |F|**: 0.0860 Eh/bohr
**Energy relative to the best compared isomer or geometry (same formula, charge and spin)**: 17.70 kcal per mole

---

(2)
Molecular formula: C4H10ClNO2
Method: DFT, the ωB97M-V functional and the def2-TZVPD basis

Each line ends with the natural charge from an NBO analysis.
Geometry (Å):
H: 2.200 -0.901 1.266  0.214
Cl: 0.903 1.484 0.603  -0.072
H: -0.731 2.025 -2.559  0.221
H: -1.509 1.764 -0.218  0.488
H: -1.891 -0.904 1.584  0.494
C: 0.106 -0.973 0.908  0.199
O: -0.920 -0.629 1.810  -0.717
N: 0.412 -0.020 -0.189  -0.284
H: 1.202 -0.462 2.761  0.241
H: -0.012 0.688 -3.222  0.216
C: -0.669 0.271 -1.070  0.201
H: -0.950 -0.698 -1.534  0.172
O: -1.754 0.838 -0.448  -0.695
C: -0.007 1.212 -2.258  -0.658
H: 1.391 -2.161 2.172  0.204
H: -0.075 -2.026 0.536  0.168
C: 1.316 -1.049 1.864  -0.622
H: 0.989 1.542 -2.006  0.231

## Properties
**Multiplicity**: 3
**Max |F|**: 0.1364 Eh/bohr
**<S²>**: 2.009
**Energy relative to the best compared isomer or geometry (same formula, charge and spin)**: 0.00 kcal per mole

---

(3)
Molecular formula: C4H10F6KO2P
Method: DFT, the ωB97M-V functional and the def2-TZVPD basis

Each line ends with the Löwdin charge.
Geometry (Å):
K: 12.453 7.393 -1.883  1.220
F: 10.397 8.189 1.709  -0.158
C: 10.582 5.957 -2.000  -0.238
F: 11.007 7.217 -0.328  -0.378
C: 9.310 6.768 -1.733  -0.167
C: 10.911 5.679 -4.287  -0.061
H: 6.719 5.982 -1.630  0.088
H: 8.831 6.569 -0.775  0.143
O: 8.317 6.541 -2.727  -0.188
H: 9.565 7.809 -1.534  0.101
H: 9.879 5.794 -4.620  0.095
F: 12.660 8.072 1.093  -0.158
O: 11.435 6.313 -3.103  -0.432
H: 11.269 5.886 -1.157  0.092
H: 6.963 7.709 -1.928  0.096
F: 11.413 10.156 0.916  -0.131
F: 12.118 9.151 -0.877  -0.293
H: 10.224 4.927 -2.031  0.143
P: 11.275 8.646 0.369  0.214
H: 11.550 5.911 -5.139  0.093
H: 6.298 6.589 -3.209  0.093
F: 9.904 9.132 -0.353  -0.152
H: 10.976 4.596 -4.181  0.092
C: 6.998 6.719 -2.383  -0.116

## Properties
**Max |F|**: 0.1768 Eh/bohr
**Energy relative to the best compared isomer or geometry (same formula, charge and spin)**: 135.24 kcal per mole

---

(4)
Molecular formula: C4H10FN2O2
Method: DFT, the ωB97M-V functional and the def2-TZVPD basis

Each line ends with the natural charge from an NBO analysis.
Geometry (Å):
H: 1.359 0.013 1.192  0.197
H: 1.323 1.184 -0.520  0.188
C: 0.076 -1.678 0.839  -0.626
H: -0.415 1.850 -2.099  0.166
H: -1.501 0.584 -1.500  0.243
H: 1.295 -0.055 -2.502  0.350
N: 1.010 -0.523 -1.646  -0.836
H: -0.158 -2.132 -0.137  0.217
O: 0.047 1.919 1.694  -0.444
F: -2.461 -0.364 0.602  -0.958
C: -0.698 1.277 -1.201  -0.629
N: 0.075 0.690 1.860  0.516
O: -0.195 0.104 2.919  -0.420
C: 0.248 -0.194 0.651  0.029
H: -1.094 1.944 -0.411  0.251
C: 0.499 0.478 -0.697  -0.069
H: -0.665 -1.820 1.657  0.282
H: 0.250 -1.148 -1.913  0.354
H: 1.005 -2.129 1.212  0.188

## Properties
**Max |F|**: 0.1140 Eh/bohr
**Energy relative to the best compared isomer or geometry (same formula, charge and spin)**: 40.99 kcal per mole
**Net charge**: -1

---

Which value of energy relative to the best compared isomer or geometry (same formula, charge and spin) does entry 1 give? 17.70 kcal per mole

---

Which value of energy relative to the best compared isomer or geometry (same formula, charge and spin) does entry 2 give? 0.00 kcal per mole